Molecular formula: C3H8N2O
Method: DFT, wB97M-V/def2-TZVPD

```
14
Properties=species:S:1:pos:R:3:forces:R:3:nbo_charge:R:1
C 0.07257 -2.03779 -0.92200 -2.60 2.32 -0.76 -0.605
C -0.00427 -1.00599 0.21660 -0.18 -0.70 3.18 -0.407
C -0.23012 0.48849 -0.08815 -0.87 0.42 -1.35 -0.286
N 0.02134 2.57814 1.03136 1.77 0.06 -0.65 0.168
N -0.35144 1.36111 1.07759 0.32 1.11 0.71 -0.214
O 0.61791 3.28852 0.14807 -1.20 -1.69 0.30 -0.491
H 0.69513 -2.83595 -0.79631 1.74 -2.07 1.11 0.217
H 0.47375 -1.55559 -1.79242 0.02 0.35 -0.79 0.204
H -0.92984 -2.47473 -1.19062 0.84 0.69 0.24 0.208
H -0.78286 -1.31693 0.93262 -0.15 -0.01 -0.37 0.206
H 0.88244 -1.10504 0.94545 -0.75 0.43 -1.48 0.209
H -1.09515 0.76464 -0.77066 0.51 -0.86 0.83 0.215
H 0.58744 0.71589 -0.70615 1.46 1.09 -0.75 0.204
H 0.04309 3.13522 1.91461 -0.92 -1.16 -0.23 0.373
```
Positions in Å, forces in eV/Å.

- E_LUMO (alpha / beta) (eV) = 0.63 / 0.63
- HOMO-LUMO gap (alpha / beta) (eV) = 10.49 / 10.49
- HOMO (alpha / beta) (eV) = -9.854 / -9.853
- 2S+1 = 1
- energy above the lowest of the compared OMol25 structures with the same formula, charge and spin (kcal/mol) = 99.8